The following is a DFT calculation (ωB97M-V/def2-TZVPD) of a 11-piece molecular cluster, C32H69BN4O44S11 overall at a distorted geometry.

Last column: Mulliken charge in e.
Atoms and positions in Å:
C  -2.577  3.638  2.480  -1.33
C  -3.059  2.332  1.820  -0.20
C  -1.904  1.552  1.121  0.43
C  -1.536  2.316  -0.198  -0.18
N  -1.694  1.543  -1.405  0.07
C  -2.931  1.638  -2.167  -0.37
O  -2.580  1.275  -3.509  -0.54
C  -3.395  0.363  -4.201  -0.75
B  -3.951  0.585  -1.444  1.25
N  -3.489  -0.780  -1.230  -0.49
O  -5.242  0.897  -1.057  -0.83
C  -3.611  3.037  -2.195  -0.67
C  -4.792  3.118  -3.209  -0.58
C  -5.444  4.513  -3.278  -1.11
C  -4.812  5.432  -4.335  -0.38
O  -4.857  4.765  -5.626  -0.39
C  -3.625  4.458  -6.132  0.75
C  -2.719  5.600  -6.606  -0.93
O  -3.245  3.321  -6.264  -0.50
N  -2.774  4.222  -2.358  1.00
N  -2.910  5.267  -1.402  -0.71
S  -1.316  4.170  -3.210  -0.31
H  -2.194  4.337  1.722  0.29
H  -3.415  4.144  2.975  0.43
H  -1.759  3.458  3.188  0.23
H  -3.811  2.599  1.058  0.21
H  -3.584  1.724  2.567  0.49
H  -1.077  1.537  1.836  -0.36
H  -2.320  0.560  0.904  0.06
H  -0.461  2.532  -0.094  0.20
H  -2.018  3.299  -0.135  -0.02
H  -0.892  1.495  -2.015  0.41
H  -3.062  0.396  -5.249  0.35
H  -4.459  0.636  -4.260  0.21
H  -3.263  -0.692  -3.916  0.34
H  -2.636  -0.907  -1.777  0.27
H  -4.154  -1.414  -1.677  0.17
H  -5.854  0.229  -1.396  0.07
H  -4.107  3.142  -1.211  0.36
H  -4.395  2.848  -4.193  0.44
H  -5.581  2.398  -2.970  0.03
H  -6.473  4.351  -3.636  0.45
H  -5.547  5.007  -2.306  0.31
H  -3.764  5.658  -4.118  0.10
H  -5.425  6.338  -4.411  0.36
H  -1.832  5.155  -7.058  0.31
H  -2.431  6.195  -5.735  0.27
H  -3.258  6.179  -7.364  0.34
H  -3.839  5.282  -0.994  0.26
H  -2.837  6.148  -1.917  0.24
H  -0.475  4.930  -2.459  0.13
O  -1.163  1.039  6.230  -0.67
S  -1.104  0.560  4.895  1.03
O  -0.560  1.324  3.839  -0.37
O  -2.571  0.050  4.476  -0.34
C  -2.522  -1.327  4.087  -0.21
C  -1.373  -1.910  4.879  -0.27
O  -0.381  -0.875  4.893  -0.39
H  -2.331  -1.374  3.013  0.22
H  -3.468  -1.817  4.306  0.37
H  -0.977  -2.814  4.432  0.27
H  -1.666  -2.112  5.914  0.24
O  -7.058  -1.530  -1.058  -0.46
S  -8.367  -1.553  -0.500  1.13
O  -8.634  -2.135  0.761  -0.60
O  -9.380  -2.168  -1.592  -0.34
C  -10.410  -1.204  -1.867  -0.35
C  -9.770  0.146  -1.635  -0.39
O  -8.932  -0.051  -0.495  -0.30
H  -11.234  -1.375  -1.171  0.24
H  -10.766  -1.323  -2.887  0.35
H  -10.499  0.929  -1.439  0.37
H  -9.141  0.440  -2.479  0.22
O  1.309  3.688  3.715  -0.66
S  1.947  2.570  3.123  1.16
O  1.486  1.247  3.306  -0.50
O  3.518  2.636  3.496  -0.27
C  4.302  2.670  2.294  -0.29
C  3.414  3.339  1.269  -0.35
O  2.100  2.839  1.549  -0.27
H  4.532  1.641  2.007  0.17
H  5.228  3.214  2.457  0.43
H  3.704  3.103  0.249  0.23
H  3.402  4.424  1.402  0.32
O  7.034  2.656  0.405  -0.54
S  7.029  2.159  -0.925  1.02
O  7.561  2.904  -2.007  -0.51
O  5.532  1.711  -1.279  -0.29
C  5.508  0.319  -1.650  -0.35
C  6.663  -0.295  -0.893  -0.20
O  7.694  0.706  -0.935  -0.34
H  5.657  0.248  -2.727  0.30
H  4.555  -0.128  -1.390  0.39
H  7.009  -1.222  -1.341  0.28
H  6.407  -0.472  0.155  0.25
O  -7.547  -4.859  0.018  -0.58
S  -7.522  -4.854  -1.398  1.23
O  -8.152  -3.835  -2.159  -0.48
O  -8.033  -6.289  -1.915  -0.32
C  -7.029  -6.903  -2.731  -0.41
C  -5.718  -6.357  -2.207  -0.35
O  -5.998  -4.990  -1.891  -0.25
H  -7.200  -6.603  -3.767  0.28
H  -7.089  -7.985  -2.654  0.32
H  -4.916  -6.423  -2.937  0.32
H  -5.414  -6.864  -1.288  0.30
O  -2.368  -7.096  3.217  -0.57
S  -2.407  -5.841  3.872  1.07
O  -1.563  -4.766  3.486  -0.50
O  -2.251  -6.089  5.448  -0.31
C  -3.379  -5.543  6.146  -0.19
C  -4.520  -5.623  5.154  -0.38
O  -3.918  -5.309  3.891  -0.21
H  -3.150  -4.508  6.408  0.15
H  -3.574  -6.110  7.052  0.31
H  -5.320  -4.924  5.380  0.34
H  -4.927  -6.635  5.094  0.31
O  6.703  -2.113  5.660  -0.59
S  6.982  -0.775  6.057  1.12
O  8.282  -0.356  6.436  -0.56
O  5.944  -0.369  7.205  -0.33
C  5.192  0.787  6.804  -0.42
C  5.145  0.707  5.295  0.04
O  6.440  0.211  4.920  -0.23
H  5.728  1.677  7.140  0.33
H  4.202  0.773  7.251  0.34
H  4.951  1.668  4.831  0.03
H  4.395  -0.014  4.960  0.23
O  7.260  5.311  -8.285  -0.53
S  6.564  4.234  -7.680  1.07
O  5.663  3.416  -8.405  -0.53
O  5.826  4.791  -6.366  -0.33
C  6.261  4.062  -5.211  -0.19
C  7.667  3.620  -5.544  -0.26
O  7.624  3.284  -6.937  -0.34
H  5.598  3.205  -5.076  0.28
H  6.224  4.692  -4.326  0.27
H  7.987  2.766  -4.954  0.24
H  8.380  4.438  -5.415  0.32
O  4.780  -2.088  -2.828  -0.44
S  4.683  -3.492  -2.618  1.00
O  5.169  -4.425  -3.562  -0.55
O  3.161  -3.839  -2.266  -0.30
C  3.084  -4.485  -0.988  -0.32
C  4.264  -3.941  -0.212  -0.25
O  5.315  -3.838  -1.184  -0.27
H  3.170  -5.562  -1.143  0.29
H  2.134  -4.264  -0.507  0.31
H  4.564  -4.589  0.606  0.35
H  4.058  -2.940  0.175  0.19
O  11.170  -5.652  2.209  -0.55
S  11.201  -4.384  2.844  1.09
O  12.075  -3.352  2.422  -0.53
O  11.386  -4.619  4.421  -0.33
C  10.298  -4.020  5.139  -0.33
C  9.133  -4.067  4.178  -0.02
O  9.708  -3.794  2.893  -0.25
H  10.572  -2.991  5.382  0.30
H  10.102  -4.566  6.058  0.33
H  8.364  -3.339  4.419  0.05
H  8.687  -5.065  4.144  0.28

Forces on atoms 1 to 6 (eV/Å):
-0.086 -0.033 -0.359
0.191 0.270 0.036
-1.516 1.079 0.020
1.356 -0.556 1.396
-0.215 -0.008 -0.284
-0.687 0.223 0.507

Calculated values
Highest occupied orbital energy: -6.92 eV
Net charge: 0
Structure (SMILES): CCCCN[C@@](OC)(B(N)O)[C@H](CCCOC(C)=O)N(N)S.O=S1(=O)OCCO1.O=S1(=O)OCCO1.O=S1(=O)OCCO1.O=S1(=O)OCCO1.O=S1(=O)OCCO1.O=S1(=O)OCCO1.O=S1(=O)OCCO1.O=S1(=O)OCCO1.O=S1(=O)OCCO1.O=S1(=O)OCCO1
Calculated total energy: -9194.9004 Ha

The following is a DFT calculation (ωB97M-V/def2-TZVPD) of C52H58AsIrN4OP2S2 as an isolated structure at a distorted geometry.

Last column: Mulliken charge in e.
Atoms and positions in Å:
Ir  -0.831  -0.825  0.592  2.63
N  0.662  -0.275  4.788  -0.32
C  0.307  -0.804  3.622  0.32
S  -1.118  -0.203  2.882  -0.28
N  1.097  -1.720  3.077  0.05
N  -0.587  -2.625  1.558  -0.01
C  -1.381  -3.616  1.364  -0.77
C  -2.397  -3.407  0.365  0.51
C  -3.340  -4.346  -0.023  -0.91
C  -4.192  -4.030  -1.068  -0.80
C  -4.084  -2.786  -1.673  -0.78
C  -3.134  -1.890  -1.223  -0.15
N  -2.289  -2.196  -0.228  0.64
H  0.124  0.479  5.186  0.27
H  1.396  -0.668  5.360  0.23
H  -1.220  -4.576  1.839  0.63
H  -3.388  -5.306  0.473  0.61
H  -4.935  -4.741  -1.403  0.52
H  -4.733  -2.499  -2.489  0.58
H  -3.035  -0.912  -1.668  0.02
C  2.175  3.301  2.233  -1.22
C  0.678  3.441  2.455  -0.28
C  -0.088  3.694  1.145  -1.37
S  -1.091  2.291  0.663  0.67
O  -0.060  1.106  0.460  -1.02
C  -1.587  2.720  -1.012  -0.99
C  -1.950  1.449  -1.803  1.79
C  -1.149  1.299  -3.083  -1.80
H  2.693  3.073  3.166  0.50
H  2.594  4.228  1.843  0.40
H  2.403  2.516  1.513  0.15
H  0.481  4.277  3.126  0.58
H  0.273  2.552  2.950  0.02
H  0.553  3.984  0.310  0.71
H  -0.856  4.464  1.276  0.57
H  -0.783  3.300  -1.468  0.89
H  -2.456  3.362  -0.860  0.31
H  -3.023  1.435  -1.992  0.78
H  -1.740  0.592  -1.132  -1.93
H  -1.337  2.131  -3.762  0.46
H  -1.413  0.378  -3.606  0.36
H  -0.080  1.272  -2.871  0.20
C  -4.400  0.384  3.257  -1.70
P  -4.169  0.480  1.440  2.34
C  -5.721  -0.309  0.901  0.66
C  -5.745  -1.702  0.984  -0.86
C  -6.892  -2.414  0.677  -0.66
C  -8.032  -1.739  0.262  -0.72
C  -8.024  -0.353  0.190  -0.71
C  -6.879  0.361  0.512  -0.58
C  -4.399  2.257  1.109  0.51
C  -4.095  3.220  2.073  -0.98
C  -4.234  4.573  1.789  -0.73
C  -4.682  4.984  0.540  -0.65
C  -4.987  4.035  -0.427  -1.11
C  -4.835  2.685  -0.147  -0.71
H  -5.296  0.929  3.555  0.52
H  -3.549  0.774  3.813  0.40
H  -4.527  -0.666  3.523  0.50
H  -4.863  -2.235  1.330  0.29
H  -6.906  -3.493  0.771  0.54
H  -8.930  -2.289  0.013  0.43
H  -8.920  0.179  -0.101  0.46
H  -6.911  1.442  0.483  0.45
H  -3.762  2.925  3.060  0.37
H  -4.017  5.305  2.557  0.52
H  -4.812  6.038  0.329  0.45
H  -5.355  4.347  -1.397  0.48
H  -5.095  1.959  -0.910  0.69
C  2.634  -0.105  0.443  -0.30
C  3.993  -0.693  0.072  -1.82
As  5.438  0.632  0.499  0.27
C  4.754  2.030  -0.688  0.13
C  4.666  3.328  -0.198  -0.57
C  4.263  4.373  -1.025  -0.69
C  3.935  4.123  -2.347  -0.67
C  4.019  2.827  -2.848  -0.74
C  4.435  1.793  -2.026  -0.04
C  6.765  -0.121  -0.719  0.35
C  6.922  -1.497  -0.858  -0.19
C  7.891  -2.009  -1.709  -0.64
C  8.719  -1.149  -2.418  -0.49
C  8.577  0.224  -2.268  -0.65
C  7.609  0.737  -1.419  -0.32
P  1.331  -1.294  0.039  0.57
C  1.587  -2.800  0.898  -0.09
C  2.177  -3.956  0.375  -0.78
C  2.154  -5.135  1.066  -1.04
C  1.547  -5.187  2.346  -0.60
C  0.918  -4.119  2.898  -1.59
C  0.769  -2.848  2.158  0.82
C  1.334  -1.608  -1.723  0.92
C  1.869  -0.661  -2.603  -0.50
C  1.783  -0.867  -3.970  -0.63
C  1.148  -2.000  -4.464  -0.88
C  0.594  -2.932  -3.593  -1.00
C  0.676  -2.736  -2.226  -0.71
H  2.416  0.832  -0.075  0.01
H  2.576  0.092  1.517  0.85
H  4.077  -0.975  -0.977  0.73
H  4.198  -1.581  0.673  0.90
H  4.939  3.535  0.830  0.57
H  4.224  5.384  -0.638  0.51
H  3.644  4.938  -2.998  0.47
H  3.795  2.637  -3.891  0.50
H  4.566  0.798  -2.440  0.62
H  6.309  -2.189  -0.291  0.33
H  8.006  -3.080  -1.812  0.40
H  9.484  -1.547  -3.071  0.40
H  9.226  0.898  -2.811  0.41
H  7.519  1.811  -1.308  0.41
H  2.662  -3.924  -0.594  0.61
H  2.636  -6.010  0.655  0.54
H  1.620  -6.103  2.919  0.52
H  0.506  -4.158  3.900  0.49
H  1.941  -1.935  3.599  0.45
H  2.368  0.225  -2.230  0.12
H  2.217  -0.146  -4.651  0.60
H  1.087  -2.160  -5.533  0.45
H  0.109  -3.817  -3.984  0.54
H  0.251  -3.473  -1.553  0.51

Forces on atoms 1 to 6 (eV/Å):
-0.881 -0.315 2.172
-0.138 0.052 -0.009
0.271 0.042 0.259
0.047 -0.070 -0.647
-0.135 -0.090 0.123
-0.439 -0.083 0.310

Calculated values
Spin multiplicity: 2
Energy above the lowest of the compared OMol25 structures with the same formula, charge and spin: 122.14 kcal/mol
Highest occupied orbital energy (alpha / beta): -14.05 / -14.06 eV
Net charge: +3
Calculated total energy: -6128.8155 Ha

The following is a DFT calculation (ωB97M-V/def2-TZVPD) of a 3-piece molecular cluster, C20H23F19N3O6P overall at a distorted geometry.

Last column: Mulliken charge in e.
Atoms and positions in Å:
N  -1.081  -1.530  -2.807  -0.55
C  -1.082  -0.931  -1.748  -0.16
C  -0.895  -0.476  -0.200  -0.10
C  -1.869  0.771  0.073  -0.52
C  -3.451  0.421  -0.016  -0.28
O  -3.939  0.624  -1.384  -0.53
C  -3.851  -1.000  0.602  0.69
F  -3.301  -1.044  1.930  -0.27
F  -5.299  -1.015  0.709  -0.28
F  -3.514  -2.125  -0.196  -0.23
C  0.676  -0.178  0.014  1.57
C  1.466  -1.419  -0.683  -0.35
N  2.315  -2.074  -1.240  -0.63
C  1.180  1.266  -0.490  -0.97
C  2.545  1.252  -1.346  -0.44
C  2.151  1.068  -2.903  -0.57
N  3.169  0.355  -3.732  -0.72
P  1.127  -0.307  1.879  0.83
O  0.528  0.828  2.719  -0.65
O  0.720  -1.875  2.450  -0.54
O  2.845  -0.151  1.975  -0.50
H  -1.148  -1.387  0.477  0.56
H  -1.682  1.301  1.089  0.42
H  -1.686  1.571  -0.751  0.35
H  -3.988  1.236  0.615  0.32
H  -3.964  1.616  -1.457  0.40
H  1.401  1.886  0.470  0.41
H  0.412  1.872  -1.082  0.23
H  2.991  2.322  -1.253  0.39
H  3.351  0.536  -0.964  0.24
H  1.910  2.127  -3.322  0.29
H  1.154  0.478  -3.014  0.21
H  2.860  -0.625  -3.794  0.31
H  4.119  0.440  -3.342  0.44
H  1.026  -2.572  1.809  0.39
H  3.163  -0.899  2.540  0.32
F  -7.627  -1.585  5.397  -0.21
C  -7.733  -0.584  4.504  0.14
F  -8.275  0.467  5.173  -0.28
C  -8.599  -0.946  3.296  0.83
F  -9.891  -1.144  3.657  -0.28
F  -8.610  0.134  2.457  -0.32
C  -8.126  -2.153  2.459  -0.72
O  -8.729  -3.426  2.744  -0.42
C  -8.199  -4.162  3.831  0.76
F  -7.016  -3.629  4.193  -0.27
F  -7.915  -5.394  3.343  -0.30
C  -9.185  -4.297  4.999  0.20
F  -9.624  -3.097  5.434  -0.21
F  -8.597  -4.906  6.059  -0.26
H  -6.726  -0.293  4.190  0.25
H  -8.428  -1.944  1.429  0.43
H  -7.035  -2.225  2.415  0.41
H  -10.057  -4.887  4.703  0.23
F  7.329  2.783  -4.508  -0.18
C  8.533  3.317  -4.788  0.09
F  8.804  2.986  -6.077  -0.28
C  9.644  2.810  -3.866  0.87
F  9.870  1.485  -4.048  -0.27
F  10.802  3.437  -4.234  -0.33
C  9.452  3.079  -2.359  -0.68
O  8.889  2.021  -1.565  -0.41
C  7.480  1.893  -1.566  0.79
F  6.934  3.006  -2.095  -0.28
F  7.106  1.880  -0.264  -0.30
C  6.998  0.603  -2.243  0.14
F  7.465  0.485  -3.502  -0.24
F  5.641  0.579  -2.325  -0.20
H  8.449  4.406  -4.737  0.27
H  10.455  3.209  -1.946  0.41
H  8.951  4.033  -2.170  0.32
H  7.324  -0.276  -1.679  0.20

Forces on atoms 1 to 6 (eV/Å):
-0.112 3.675 5.825
0.509 -3.117 -2.659
-0.442 -0.267 -1.056
-0.168 0.413 0.091
0.388 1.281 0.022
0.540 0.438 1.661

Calculated values
Highest occupied orbital energy: -8.99 eV
Net charge: 0
Structure (SMILES): N#C[C@H](C[C@@H](O)C(F)(F)F)[C@@](C#N)(CCCN)P(=O)(O)O.FC(F)C(F)(F)COC(F)(F)C(F)F.FC(F)C(F)(F)COC(F)(F)C(F)F
Calculated total energy: -3630.3460 Ha

The following is a DFT calculation (ωB97M-V/def2-TZVPD) of a 2-piece molecular cluster, C6H10OSi overall at a distorted geometry.

Last column: Mulliken charge in e.
Atoms and positions in Å:
C  -1.148  2.923  -0.587  -0.46
C  2.429  -0.344  0.874  -1.03
C  -1.557  -0.322  1.486  -0.61
C  -2.075  2.147  -0.662  -0.30
C  1.891  -0.985  -0.409  -0.34
C  -1.391  -0.882  0.293  -0.24
O  -0.266  -1.332  -2.343  -0.49
Si  0.117  -1.008  -0.790  0.41
H  -0.309  3.604  -0.427  0.36
H  3.419  -0.678  1.148  0.34
H  1.743  -0.624  1.687  0.27
H  2.423  0.659  0.683  0.33
H  -2.567  -0.548  1.920  0.22
H  -0.729  0.010  2.224  0.18
H  -2.774  1.368  -0.767  0.42
H  2.673  -0.984  -1.142  0.39
H  -2.326  -1.358  -0.271  0.21
H  0.447  -1.649  -2.916  0.32

Forces on atoms 1 to 6 (eV/Å):
-0.376 -0.201 0.244
-1.532 -3.677 -0.018
-0.571 -0.026 3.548
1.714 1.176 -0.040
1.682 0.624 1.221
0.795 -1.830 -4.072

Calculated values
Spin multiplicity: 3
Energy above the lowest of the compared OMol25 structures with the same formula, charge and spin: 33.19 kcal/mol
Highest occupied orbital energy (alpha / beta): -4.91 / -9.43 eV
Net charge: 0
Calculated total energy: -599.1175 Ha